(1)
The following is a quantum chemistry calculation of a molecular structure, C12H18AlClIN2OP, from OMol25.

The geometry in XYZ format:
```
37
Properties=species:S:1:pos:R:3:forces:R:3
C -2.972079 0.097575 -3.281307 -0.533 -0.185 -0.527
I -3.350784 -0.807573 -1.267408 0.333 0.568 -1.543
H -2.587604 1.119095 -3.218560 -0.160 -0.262 0.542
H -3.963940 0.066065 -3.737575 0.192 0.065 0.155
H -2.290917 -0.550715 -3.836647 -0.121 -0.091 0.449
Al -0.987446 0.126355 -0.679872 1.214 0.899 0.738
P 1.127496 -0.844208 -1.848623 1.478 0.553 -1.602
C 1.571263 -2.593429 -2.126217 -0.343 -0.403 0.275
C 1.286386 -0.217950 -3.564531 -0.230 0.233 -0.168
H 2.543829 0.891639 -0.879207 0.035 -0.310 -0.079
H 3.515758 -0.324789 -1.740649 -0.358 -0.083 0.074
H 2.858289 -0.707620 -0.130104 -0.050 0.167 -0.210
C 2.651864 -0.184702 -1.074948 -0.043 0.214 0.440
H 1.224283 0.876624 -3.577914 -0.017 -0.302 -0.007
H 2.257902 -0.522917 -3.986054 -0.359 0.025 0.238
H 2.442751 -2.663919 -2.791261 -0.229 0.219 0.199
H 0.736714 -3.118957 -2.605382 0.159 0.002 0.084
H 0.482772 -0.629495 -4.192688 0.256 0.118 0.129
H 1.818970 -3.099994 -1.188064 -0.061 0.020 -0.151
C -0.507002 -1.890320 0.000514 -0.476 -3.560 3.518
O -0.286913 -2.870833 0.561889 -0.305 3.024 -2.196
Cl -0.235665 2.013248 -1.492075 -0.879 -0.731 0.482
N -2.451996 0.883704 3.141149 -0.554 0.201 0.505
C -2.630991 0.522157 1.869526 0.762 0.143 0.476
N -1.452990 0.574104 1.222243 -0.041 -0.216 -1.349
C -0.476608 1.003677 2.140780 0.086 -0.045 -0.006
C 0.920891 1.092647 2.055669 0.044 -0.050 0.157
C 1.614441 1.265707 3.264961 -0.366 0.084 -0.875
C 0.936243 1.412774 4.489753 -1.048 0.109 0.162
C -0.463497 1.387924 4.552041 0.632 0.309 0.058
C -1.119392 1.208836 3.348164 -0.108 -0.845 0.252
H -3.128375 0.876914 3.914635 0.150 -0.015 -0.860
H -3.601187 0.212710 1.482439 0.460 0.206 0.025
H 1.410849 1.038270 1.070758 -0.034 -0.043 0.703
H 2.701913 1.303095 3.246251 -0.257 0.050 0.037
H 1.484945 1.568171 5.409194 0.116 -0.082 -0.104
H -1.080174 1.486129 5.449119 0.654 0.017 -0.022
```
Positions in Å, forces in eV/Å.

Values from the calculation:
* HOMO energy: -15.18 eV
* frontier orbital gap: 7.75 eV
* charge: +2
* 2S+1: 1



(2)
The following is a quantum chemistry calculation of 7 unconnected molecules or ions with the total composition C12H18BBr6NO14, from OMol25.

The geometry in XYZ format:
```
52
Properties=species:S:1:pos:R:3:forces:R:3
N 1.982446 0.029481 -1.133983 0.576 0.196 -0.726
H 1.809793 -0.477840 -1.990092 -0.269 -0.069 -0.396
H 2.982824 0.024573 -0.995043 0.751 -0.553 0.875
H 1.445488 -0.391513 -0.389314 -0.034 0.116 0.775
H 1.807483 1.016249 -1.259609 -0.879 0.653 0.174
O -1.644342 -1.218532 3.067925 -2.519 1.128 2.334
C -2.403685 -0.750978 3.938322 1.852 -0.044 -3.438
O -3.488876 0.030348 3.695535 1.437 -1.578 -0.855
B -4.019896 0.522048 4.923263 -0.075 -0.054 1.289
O -3.225014 -0.176181 5.976664 1.066 -1.252 0.148
C -2.170267 -0.846377 5.436022 -0.663 -0.215 1.713
O -1.276364 -1.435989 6.019015 -1.698 1.141 -1.049
O -3.714005 1.933670 5.130153 -0.249 1.733 0.266
C -4.787093 2.630440 5.439741 -1.715 1.096 -1.124
O -4.995149 3.824116 5.588849 1.287 -1.810 0.145
C -5.999828 1.648358 5.351715 -2.133 -1.060 1.419
O -5.505634 0.400565 5.040344 -0.112 1.715 0.280
O -7.179828 1.912611 5.639233 3.383 -0.921 -1.203
O -0.781158 5.704261 2.040246 -2.174 1.659 -0.554
C 0.325535 5.006805 1.897019 4.000 -2.393 3.693
O 1.009820 4.821552 2.933888 -0.488 0.615 -0.129
O 0.594211 4.522329 0.798460 -0.304 -0.346 -2.988
H -1.002959 5.722487 1.106397 -0.984 0.373 -0.338
O 6.094118 -2.021032 2.228484 0.419 -3.380 -1.210
C 5.903526 -0.785988 2.573736 -1.019 5.263 2.418
O 5.745849 -0.571422 3.807421 0.187 -1.278 0.891
O 5.847328 0.127864 1.766656 0.157 0.622 -3.014
H 5.948637 -2.315753 3.130469 0.175 -1.393 0.568
Br 2.689799 -5.386970 -2.274174 -0.219 -0.144 -0.127
C 2.197176 -7.032378 -1.320387 0.466 0.291 0.248
C 1.369812 -6.660806 -0.118221 -0.216 -0.816 -0.104
Br 0.938611 -8.430913 0.731752 0.165 0.866 -0.102
H 3.164920 -7.410333 -0.990635 -0.239 -0.232 -0.167
H 1.693008 -7.729223 -1.989952 0.140 0.296 -0.022
H 0.405817 -6.225459 -0.381447 0.213 0.002 0.150
H 1.944723 -6.037791 0.566924 -0.311 -0.231 0.137
Br -6.757504 2.611548 -2.692109 0.036 0.368 -0.135
C -6.488721 0.904856 -1.820924 0.464 0.950 0.428
C -5.738196 -0.063430 -2.704124 -0.604 0.231 0.467
Br -3.896826 0.480117 -3.292436 -1.431 -0.361 0.476
H -7.516303 0.611841 -1.605707 0.256 -0.592 -0.154
H -5.995146 1.098657 -0.868597 0.078 0.061 -0.163
H -6.405942 -0.200490 -3.554676 0.746 -0.363 -0.369
H -5.677801 -0.951889 -2.075562 0.483 -0.287 -0.532
Br 4.500702 3.610244 -5.375969 0.438 0.335 -1.127
C 5.232662 3.343021 -7.243319 -0.192 -0.943 0.714
C 6.094969 2.046606 -7.110205 -1.497 1.909 -0.210
Br 6.452567 1.541373 -8.956444 0.344 -0.294 0.312
H 5.724608 4.218864 -7.666383 0.276 -0.012 0.685
H 4.369250 3.168375 -7.885286 -0.028 -0.185 0.314
H 5.413784 1.349758 -6.621856 0.583 -0.437 -0.292
H 6.981071 2.258269 -6.511775 0.074 -0.378 -0.389
```
Positions in Å, forces in eV/Å.

Values from the calculation:
* HOMO energy: -2.06 eV
* frontier orbital gap: 3.58 eV
* relative energy (zero: lowest compared OMol25 entry of this formula, charge and spin): 119.8 kcal per mole
* charge: -2
* 2S+1: 1



(3)
The following is a quantum chemistry calculation of a molecular structure, C12H18BN2O2ReS5Sb, from OMol25.

The geometry in XYZ format:
```
42
Properties=species:S:1:pos:R:3:forces:R:3
Re -0.536733 0.310472 -1.106266 2.026 0.745 -4.848
C -0.811158 2.156705 1.338963 0.682 0.088 1.068
C -0.970192 0.751641 1.877686 0.448 -0.020 -0.451
N -1.535734 -0.139039 0.806993 1.263 0.402 -0.631
C -2.966933 -0.166027 0.517694 -1.224 -1.179 0.630
C -3.557107 1.106127 -0.040944 -0.648 0.701 0.554
S -2.674499 1.863180 -1.426184 1.937 -0.521 -0.565
C -1.768470 3.468524 -1.093260 -0.501 0.004 -0.113
C -0.279731 3.350207 -0.716766 -1.189 1.031 0.178
N -0.050432 2.131948 0.059711 1.244 -0.891 0.412
H -0.331850 2.858278 2.072852 -0.337 -0.738 -0.574
H -1.798083 2.516375 1.146520 -0.418 0.625 -0.274
H -1.573423 0.724919 2.774997 -0.159 -0.020 0.246
H 0.010351 0.315185 2.043280 0.020 0.005 0.508
H -1.237231 -1.082256 1.050889 -0.101 -0.056 0.150
H -3.496702 -0.466362 1.450580 0.040 0.351 -0.556
H -3.148830 -0.989218 -0.227338 0.102 0.854 1.015
H -3.782886 1.874009 0.694417 0.034 0.023 0.227
H -4.513096 0.827432 -0.475060 -0.224 0.124 -0.073
H -2.389485 3.997738 -0.383999 0.053 0.178 0.451
H -1.864856 4.054176 -2.016274 -0.095 -0.404 -0.003
H -0.026164 4.248084 -0.111674 0.010 -0.504 -0.268
H 0.337039 3.343369 -1.604306 0.144 -0.014 -0.110
H 0.988625 2.109000 0.211213 -1.169 -0.138 0.358
S -2.096051 -0.618895 -3.520921 0.460 -0.357 1.911
Sb -1.191919 -0.992159 -5.918422 3.785 0.522 -0.887
S -1.497495 -1.679595 -1.802873 0.539 0.892 -1.039
S 1.050440 0.850386 -2.509048 -2.431 -1.000 2.208
S 1.130837 -0.506171 -5.985039 -3.674 -0.772 0.384
O 2.177115 -1.555079 -0.891287 -1.127 0.555 -0.458
B 1.185226 -0.777324 -0.268747 2.391 -2.288 3.117
O 1.427019 -1.023587 1.201772 -0.211 0.219 -2.121
C 2.463174 -1.982722 1.286157 -1.609 1.761 1.358
C 3.000085 -2.527991 2.420732 -0.462 -0.365 2.322
C 3.849258 -3.625410 2.213550 0.067 0.228 1.769
C 4.168279 -4.063161 0.926016 0.986 0.017 -1.023
C 3.660276 -3.414133 -0.212167 0.604 -0.739 0.396
C 2.851389 -2.346733 0.042268 -0.697 0.321 -2.120
H 2.688988 -2.190994 3.483766 0.629 -0.625 -2.084
H 4.261586 -4.127820 3.134732 -0.378 0.526 -1.358
H 4.956275 -4.824503 0.764490 -0.903 0.306 0.295
H 3.893096 -3.758570 -1.208715 0.093 0.153 -0.005
```
Positions in Å, forces in eV/Å.

Values from the calculation:
* HOMO energy (alpha / beta): -16.74 / -16.24 eV
* frontier orbital gap (alpha / beta): 3.84 / 2.71 eV
* charge: +3
* 2S+1: 1



(4)
The following is a quantum chemistry calculation of a molecular structure, C12H18BN4PtS8Sb, from OMol25.

The geometry in XYZ format:
```
45
Properties=species:S:1:pos:R:3:forces:R:3
Pt 8.931040 9.284278 9.562137 0.675 -0.089 0.646
C 7.680613 14.090916 9.448793 -1.212 -0.764 1.713
N 8.503450 13.612688 8.382611 1.261 -1.120 -0.092
C 8.804810 14.280242 7.206674 -0.124 -1.009 -0.635
C 9.743531 13.555139 6.520112 -0.537 -0.499 2.595
N 10.091563 12.473139 7.340612 -0.074 -0.544 0.441
B 11.248763 11.345142 7.085155 0.280 1.970 1.190
N 10.695215 10.058165 6.506087 1.560 -2.759 -0.805
C 10.571049 9.824174 5.122205 -0.096 3.709 0.625
C 10.333576 8.543453 4.916431 -1.204 -0.620 -1.873
N 10.321102 7.881419 6.121592 1.352 1.455 -0.560
C 9.784151 6.556931 6.224331 -1.420 0.682 1.537
C 10.768722 8.785765 7.074075 -1.663 0.751 -1.404
S 11.229426 8.352327 8.607424 -0.239 -0.181 0.954
C 9.353767 12.503851 8.512841 0.060 1.661 -2.424
S 9.546747 11.561224 9.893683 0.415 0.955 0.597
H 7.727629 15.169204 9.516001 0.355 0.294 0.160
H 7.979111 13.574832 10.418901 -0.047 0.830 -1.260
H 6.595272 13.848051 9.382451 0.689 -0.174 -0.531
H 8.154341 15.022036 6.791852 -0.045 0.515 0.233
H 10.257403 13.828464 5.629715 0.156 -0.288 -0.501
H 11.841260 11.271023 8.142556 -0.440 -0.576 -0.178
H 12.060346 11.899854 6.392647 -0.076 -0.009 -0.873
H 10.591903 10.746550 4.456875 -0.094 -1.781 0.814
H 9.963931 8.158482 3.956415 0.358 -0.309 0.800
H 9.309438 6.312200 5.280935 -0.276 0.070 0.073
H 9.060554 6.585364 7.078221 0.222 -0.256 -0.877
H 10.486145 5.809273 6.452479 1.288 -0.865 0.306
S 3.915370 8.969291 7.311063 -0.937 0.221 -0.783
Sb 5.691310 9.039758 8.714593 -1.073 1.149 0.478
S 7.678158 9.773022 7.735577 0.087 0.975 -2.663
S 6.192859 6.637030 8.899153 0.548 -2.376 0.402
S 5.773617 9.989321 10.882352 0.186 0.641 0.773
C 8.361184 8.152643 13.891279 1.410 0.207 -0.441
C 8.453651 8.045033 12.385937 1.616 0.130 0.316
S 9.817858 8.695057 11.610714 0.610 0.411 1.215
C 7.599131 7.301561 11.632572 -1.134 0.124 -0.219
C 6.382545 6.727917 12.239384 -0.955 0.138 0.207
S 7.905098 7.130927 9.906312 -0.070 -1.528 0.669
H 9.349619 8.239023 14.397272 -0.475 0.339 -0.701
H 7.981650 7.249522 14.263218 -0.859 -1.249 0.719
H 7.727745 8.961652 14.198047 -0.396 0.549 0.134
H 5.570475 7.480207 12.177666 0.305 -0.176 -0.293
H 6.455096 6.523167 13.322940 0.277 -0.235 -0.617
H 6.069175 5.869935 11.659445 -0.263 -0.371 0.132
```
Positions in Å, forces in eV/Å.

Values from the calculation:
* HOMO energy (alpha / beta): 1.85 / -1.20 eV
* frontier orbital gap (alpha / beta): 2.57 / 4.47 eV
* charge: -2
* ⟨S²⟩: 6.033
* 2S+1: 5



(5)
The following is a quantum chemistry calculation of a molecular structure, C12H18Cl2N2O3PRh, from OMol25.

The geometry in XYZ format:
```
39
Properties=species:S:1:pos:R:3:forces:R:3
C -0.372082 -2.641151 -3.631273 0.459 0.205 -0.670
C -0.808885 -1.549588 -2.679661 -5.009 -1.767 0.766
H -1.237497 -3.057866 -4.198376 0.470 0.690 0.459
H 0.097451 -3.486077 -3.092017 -0.251 0.591 0.295
H 0.424704 -2.277265 -4.307187 -0.466 -0.052 0.213
O -1.965870 -1.335725 -2.257151 3.608 -1.203 -2.298
Cl 1.114784 -2.400654 -0.511048 -0.042 -0.428 0.119
Rh 0.050589 -0.476529 -1.332683 2.303 0.408 1.317
P -0.075254 1.989514 -2.003304 0.176 3.129 -1.296
C -1.618656 2.973091 -1.827682 -0.223 -0.505 0.485
C 1.203468 3.281895 -1.789942 0.461 -0.290 0.418
H 0.894101 0.964192 -3.926029 -0.144 0.241 -0.222
H 0.065976 2.487850 -4.393129 -0.068 -0.052 0.241
H -0.887137 1.004062 -4.062734 0.126 0.199 -0.101
C 0.000442 1.583324 -3.776965 0.073 -0.925 0.073
H 2.185141 2.805644 -1.721388 -0.205 0.261 -0.079
H 1.201606 3.978005 -2.638097 -0.261 -0.209 0.087
H -1.691282 3.755739 -2.591787 0.282 -0.209 0.026
H -1.634551 3.448118 -0.839525 0.029 -0.069 -0.170
H 1.031744 3.846942 -0.867638 -0.066 -0.131 -0.141
H -2.501235 2.332435 -1.899531 0.034 0.181 -0.129
C -1.718198 0.222628 -0.581243 -4.927 1.323 2.592
O -2.761174 0.458316 -0.131879 4.013 -0.807 -1.678
Cl 2.344900 0.293119 -1.453224 -0.445 -0.187 0.101
N 1.199349 -1.268493 6.249428 -0.609 -0.389 -0.855
C 0.478569 -2.019200 5.355847 0.196 -1.397 1.814
O 0.016971 -3.125359 5.648886 0.534 1.946 -1.169
C 0.365625 -1.433562 3.968499 -0.903 -0.685 -1.331
C 1.167606 -0.424916 3.457167 0.485 0.626 -0.089
C 1.035370 -0.013810 2.121768 0.596 0.429 -0.078
N 0.069547 -0.492626 1.337276 0.017 -0.802 0.484
C -0.724767 -1.484831 1.780698 0.285 -0.769 1.066
C -0.566383 -2.015309 3.071359 -0.116 0.570 -0.200
H 1.213103 -1.597181 7.200142 0.023 -0.066 0.126
H 1.348594 -0.290516 6.095842 0.061 0.183 0.109
H 1.956447 0.049198 4.065170 -0.473 -0.266 -0.502
H 1.724764 0.721316 1.686402 -0.349 -0.345 0.207
H -1.459641 -1.920326 1.114632 0.118 0.102 -0.045
H -1.168221 -2.884404 3.360371 0.208 0.468 0.055
```
Positions in Å, forces in eV/Å.

Values from the calculation:
* HOMO energy (alpha / beta): -15.15 / -15.43 eV
* frontier orbital gap (alpha / beta): 6.19 / 4.10 eV
* relative energy (zero: lowest compared OMol25 entry of this formula, charge and spin): 37.6 kcal per mole
* charge: +2
* ⟨S²⟩: 6.038
* 2S+1: 5



(6)
The following is a quantum chemistry calculation of a molecular structure, C12H18Cl2N2Pb, from OMol25.

The geometry in XYZ format:
```
35
Properties=species:S:1:pos:R:3:forces:R:3
Pb 1.787822 0.123212 -0.835663 -0.599 -2.940 5.951
Cl 1.264957 -2.390482 -0.641673 -0.350 0.754 0.048
Cl 2.113656 1.411744 1.322417 -0.612 0.343 -0.362
C 3.789766 0.060481 -0.989546 2.537 0.404 -2.228
H 3.974705 1.121650 -1.305765 0.281 -0.159 0.613
H 3.776375 -0.369102 -2.024394 0.729 -0.489 0.185
C -0.470890 1.632670 -2.217991 -2.488 1.222 1.478
C 0.548856 0.946711 -2.652913 3.321 -1.419 -1.000
H -0.413452 2.403647 -1.409594 0.317 -0.275 -1.159
C 0.527804 -0.378501 -3.408871 -0.042 -0.181 -0.466
H 1.659502 1.142937 -2.391369 -2.411 2.055 -2.341
C -0.574484 -0.247065 -4.442893 0.714 0.234 -0.030
H 1.516453 -0.549254 -3.847112 -0.081 0.200 -0.228
H 0.399960 -1.288907 -2.773049 -0.316 0.847 -0.171
C -1.865959 0.094151 -3.707320 -0.455 -0.387 0.035
H -0.262851 0.569867 -5.094288 -0.181 0.132 -0.213
H -0.618729 -1.144368 -5.084301 -0.438 0.299 0.437
C -1.873611 1.249599 -2.657015 0.901 -0.558 -0.446
H -2.605483 0.332136 -4.461676 -0.444 -0.198 0.010
H -2.151054 -0.819197 -3.177330 -0.276 0.056 -0.172
H -2.396623 2.117160 -3.070177 0.213 0.088 0.186
H -2.437679 0.920725 -1.781004 -0.031 0.138 -0.006
N -0.738461 -0.614659 6.384483 0.042 -2.589 3.519
C -0.544307 -0.574284 5.075307 0.303 0.292 -2.541
C -0.146324 -1.706027 4.326930 0.026 0.336 -0.698
C 0.026558 -1.585261 2.933470 -0.381 0.417 1.050
N -0.167403 -0.435225 2.288063 0.019 0.023 -0.570
C -0.505502 0.658896 2.981195 -0.089 -0.642 0.868
C -0.725976 0.634635 4.362366 0.141 0.054 -0.672
H -0.617432 -1.518921 6.933297 -0.214 1.925 -1.377
H -1.026464 0.160368 6.946491 -0.027 0.303 -0.255
H 0.023537 -2.664005 4.808024 -0.012 0.102 0.035
H 0.330208 -2.445465 2.322524 -0.150 0.358 0.285
H -0.578160 1.596084 2.414765 -0.055 -0.429 0.289
H -1.019300 1.554065 4.874622 0.106 -0.313 -0.055
```
Positions in Å, forces in eV/Å.

Values from the calculation:
* HOMO energy (alpha / beta): -8.16 / -8.16 eV
* frontier orbital gap (alpha / beta): 6.30 / 6.30 eV
* relative energy (zero: lowest compared OMol25 entry of this formula, charge and spin): 84.8 kcal per mole
* charge: 0
* 2S+1: 1